The following is a DFT calculation (wB97M-V/def2-TZVPD) of C5H3N in the gas phase.

Computed properties:
E (Ha): -246.8844
Spin multiplicity: 1
ΔE to the lowest compared entry with this formula, charge and spin (kcal per mole): 61.3
Largest force on an atom (hartree/bohr): 0.0739
LUMO level (eV): -0.754

Positions of all 9 atoms, in Å:
C  0.50  -0.11  -0.74
C  0.59  -1.19  0.25
C  -1.01  0.90  0.75
C  -0.19  1.00  -0.43
C  -0.30  -1.47  1.18
N  -1.89  0.91  1.50
H  1.01  -0.07  -1.63
H  1.43  -1.75  0.22
H  -0.14  1.79  -1.10

The following is a DFT calculation (wB97M-V/def2-TZVPD) of C5H3N3 in the gas phase.

Computed properties:
E (Ha): -356.3602
Spin multiplicity: 1
ΔE to the lowest compared entry with this formula, charge and spin (kcal per mole): 132.9
SMILES: [H]/N=C1\C=CC(C#N)=N1
Largest force on an atom (hartree/bohr): 0.2476
LUMO level (eV): -1.995

Positions of all 11 atoms, in Å:
C  1.51  0.34  0.22
C  1.46  -1.06  -0.25
C  0.06  -1.58  -0.17
C  -0.79  -0.35  0.18
C  -2.12  0.03  -0.46
H  3.39  1.02  0.56
H  2.53  -1.59  -0.54
H  -0.52  -2.65  -0.06
N  2.39  1.24  0.75
N  -0.13  0.66  0.52
N  -3.13  0.80  -0.85

The following is a DFT calculation (wB97M-V/def2-TZVPD) of C5H3N5OS2 in the gas phase.

Computed properties:
E (Ha): -1337.6793
Spin multiplicity: 1
ΔE to the lowest compared entry with this formula, charge and spin (kcal per mole): 6.4
SMILES: O=C(Nc1csnn1)c1csnn1
Largest force on an atom (hartree/bohr): 0.0448
LUMO level (eV): -0.308

Positions of all 16 atoms, in Å:
C  -0.64  1.32  -0.19
C  1.71  0.22  -0.09
C  1.68  -1.13  -0.37
C  -1.48  0.05  0.03
C  -2.67  0.13  0.68
H  1.16  2.18  -0.40
H  0.97  -1.70  -0.93
H  -3.06  0.97  1.19
N  0.74  1.22  -0.28
N  3.72  -0.25  0.64
N  2.88  0.71  0.42
N  -2.22  -1.98  -0.47
N  -1.30  -1.13  -0.66
O  -1.18  2.44  -0.14
S  3.19  -1.73  0.12
S  -3.49  -1.32  0.44